ORCA calculation (ωB97M-V/def2-TZVPD) on a molecular structure, C28H31ClN2OPY in a non-equilibrium geometry.

```
65
C28H31ClN2OPY | the Open Molecules 2025 dataset | ωB97M-V/def2-TZVPD
C 0.6404 -1.3610 2.1546
H 3.1850 -1.4119 6.8417
H -1.9260 -1.8386 0.0724
H 3.2160 0.0470 5.8326
C -1.2543 -2.0891 3.4284
H -1.5056 -1.4181 7.7791
H 4.8528 0.0866 -5.0495
H 3.3014 0.1889 7.5988
C -2.7640 0.1263 -2.7171
H -2.0134 2.4392 -4.0695
H 0.7929 1.4708 -4.9759
C 2.8239 0.7962 -5.1849
C -1.2250 -0.8349 -4.3261
H -2.9325 -2.6611 2.2411
C -0.1061 -2.2954 6.3264
C -1.5141 -2.0019 6.8454
H -1.7092 -2.4045 4.3680
C 1.3298 -0.2849 6.8355
H -2.0049 -2.9631 7.0412
H -0.8071 6.4793 -3.2832
C -3.6163 -1.1054 -4.6393
H 1.7332 -1.1903 2.0508
C -0.6439 5.4056 -3.1825
C 1.6134 0.9277 -4.5099
C -3.8314 -0.3969 -3.4488
C 3.7180 -0.3708 -3.2541
H 2.3489 -0.8521 -1.6388
C 3.8917 0.1636 -4.5358
H -2.3053 4.8576 -4.4549
C 2.4820 -0.2984 -2.5967
C 0.4100 4.9449 -2.3890
H 1.0866 5.6439 -1.8924
H -4.4553 -1.5149 -5.2098
C 2.8488 -0.3716 6.7715
H -0.1267 -3.8660 -4.5918
C 0.0450 -1.5847 3.3946
C -1.3193 3.1253 -3.6006
H -2.1274 -1.4921 6.0891
P -0.1081 0.8492 -2.3293
H 4.5673 -0.8438 -2.7537
H -2.9377 0.6492 -1.7747
H 0.9922 -0.6507 7.8096
C 0.6005 3.5744 -2.2132
H 2.9271 1.1856 -6.1973
Y 0.9898 0.3852 0.1526
C -0.2894 2.6418 -2.7780
H -0.1592 -2.9942 5.4806
H 1.4350 3.2279 -1.6042
C -1.4478 0.0005 -3.2157
H 1.0173 0.7647 6.7466
H -4.8486 -0.2591 -3.0851
O 1.2879 0.2754 4.1709
Cl -0.4343 2.2013 0.9648
C 1.4327 0.4106 -3.2228
H 0.4989 -2.7675 7.1171
C -2.3060 -1.3362 -5.0611
C -1.3941 -1.7808 1.0320
C -1.9424 -2.2256 2.2201
H -0.2094 -1.0833 -4.6254
C 0.6859 -0.7535 4.5160
C -1.4918 4.4986 -3.8188
N -0.1168 -1.3150 0.9990
H -2.1118 -1.9241 -5.9621
H 0.6072 -3.7210 -4.5190
N 0.6238 -1.1049 5.8304
```

Calculated values
Charge   +2
LUMO energy   -7.102 eV
Maximum force   2.29 eV/Å
Frontier orbital gap   0.25997 Ha
Highest occupied orbital energy   -14.176 eV

ORCA calculation (ωB97M-V/def2-TZVPD) on 2 unconnected molecules or ions with the total composition C5H11P in a non-equilibrium geometry.

```
17
C5H11P | the Open Molecules 2025 dataset | ωB97M-V/def2-TZVPD
C -1.2840 -1.0848 2.3030
H 0.6796 -1.5482 -2.3731
C 1.5519 1.4033 -0.3665
C -1.3460 -0.4628 0.9907
H 1.4897 1.6455 0.6883
H 2.4913 1.8263 -0.6895
H -1.7852 1.1385 -0.3013
H 1.4938 0.1208 -2.5544
H -0.8100 -0.3042 2.7962
H -0.6331 -1.9059 2.4639
P 1.6643 -0.5819 -0.2931
H -2.9677 0.8535 0.8537
C 1.5784 -0.9592 -2.1231
H 0.6821 1.8128 -0.8903
H 2.5432 -1.6166 -2.3745
H -2.2893 -1.3440 2.6509
C -1.9801 0.5946 0.5206
```

Calculated values
Charge   0
LUMO energy (alpha / beta)   -0.180 / 0.247 eV
Energy above the lowest of the compared OMol25 structures with the same formula, charge and spin   424.7 kJ/mol
Maximum force   3.62 eV/Å
Frontier orbital gap (alpha / beta)   0.29022 / 0.29213 Ha
Highest occupied orbital energy (alpha / beta)   -8.077 / -7.702 eV

ORCA calculation (ωB97M-V/def2-TZVPD) on a molecular structure, C7H13O5Rb in a non-equilibrium geometry.

```
26
C7H13O5Rb | the Open Molecules 2025 dataset | ωB97M-V/def2-TZVPD
C 6.2531 0.2490 27.1737
H 8.2914 -0.3789 27.2251
Rb 5.0100 2.6840 21.1928
O 9.9913 2.5770 22.1039
O 1.3151 6.4398 23.0555
O 0.7703 4.3431 23.0866
H 10.0668 5.0473 22.9462
H 7.9822 0.8296 28.4706
H 4.8025 0.0904 28.7666
H 12.5726 2.4269 23.6749
H 5.0118 -1.3819 27.8728
C 0.5631 5.5116 23.3902
C 10.8641 4.4696 23.4139
H 11.4192 2.0193 24.8990
H -0.7412 4.7831 23.8702
O 6.2562 0.8425 26.0981
C 7.5486 -0.0150 27.9350
O -0.5096 5.7010 24.0294
H 10.7491 4.7833 24.4515
H 4.0627 -0.0122 27.2481
H 11.4343 1.0941 23.3765
H 7.3294 -0.6674 28.7803
H 11.7666 4.8478 22.9338
C 10.6534 2.9868 23.0622
C 4.9797 -0.2979 27.7636
C 11.5480 2.0839 23.8186
```

Calculated values
Charge   0
LUMO energy   -1.531 eV
Energy above the lowest of the compared OMol25 structures with the same formula, charge and spin   330.4 kJ/mol
Maximum force   6.97 eV/Å
Frontier orbital gap   0.15896 Ha
Highest occupied orbital energy   -5.857 eV

Q: Which value of charge does entry 2 give?
A: 0

Please write out number 2 again, unchanged.
ORCA calculation (ωB97M-V/def2-TZVPD) on 2 unconnected molecules or ions with the total composition C5H11P in a non-equilibrium geometry.

```
17
C5H11P | the Open Molecules 2025 dataset | ωB97M-V/def2-TZVPD
C -1.2840 -1.0848 2.3030
H 0.6796 -1.5482 -2.3731
C 1.5519 1.4033 -0.3665
C -1.3460 -0.4628 0.9907
H 1.4897 1.6455 0.6883
H 2.4913 1.8263 -0.6895
H -1.7852 1.1385 -0.3013
H 1.4938 0.1208 -2.5544
H -0.8100 -0.3042 2.7962
H -0.6331 -1.9059 2.4639
P 1.6643 -0.5819 -0.2931
H -2.9677 0.8535 0.8537
C 1.5784 -0.9592 -2.1231
H 0.6821 1.8128 -0.8903
H 2.5432 -1.6166 -2.3745
H -2.2893 -1.3440 2.6509
C -1.9801 0.5946 0.5206
```

Calculated values
Charge   0
LUMO energy (alpha / beta)   -0.180 / 0.247 eV
Energy above the lowest of the compared OMol25 structures with the same formula, charge and spin   424.7 kJ/mol
Maximum force   3.62 eV/Å
Frontier orbital gap (alpha / beta)   0.29022 / 0.29213 Ha
Highest occupied orbital energy (alpha / beta)   -8.077 / -7.702 eV

Q: The highest charge belongs to which entry?
A: C28H31ClN2OPY

Repeat the third record exactly.
ORCA calculation (ωB97M-V/def2-TZVPD) on a molecular structure, C7H13O5Rb in a non-equilibrium geometry.

```
26
C7H13O5Rb | the Open Molecules 2025 dataset | ωB97M-V/def2-TZVPD
C 6.2531 0.2490 27.1737
H 8.2914 -0.3789 27.2251
Rb 5.0100 2.6840 21.1928
O 9.9913 2.5770 22.1039
O 1.3151 6.4398 23.0555
O 0.7703 4.3431 23.0866
H 10.0668 5.0473 22.9462
H 7.9822 0.8296 28.4706
H 4.8025 0.0904 28.7666
H 12.5726 2.4269 23.6749
H 5.0118 -1.3819 27.8728
C 0.5631 5.5116 23.3902
C 10.8641 4.4696 23.4139
H 11.4192 2.0193 24.8990
H -0.7412 4.7831 23.8702
O 6.2562 0.8425 26.0981
C 7.5486 -0.0150 27.9350
O -0.5096 5.7010 24.0294
H 10.7491 4.7833 24.4515
H 4.0627 -0.0122 27.2481
H 11.4343 1.0941 23.3765
H 7.3294 -0.6674 28.7803
H 11.7666 4.8478 22.9338
C 10.6534 2.9868 23.0622
C 4.9797 -0.2979 27.7636
C 11.5480 2.0839 23.8186
```

Calculated values
Charge   0
LUMO energy   -1.531 eV
Energy above the lowest of the compared OMol25 structures with the same formula, charge and spin   330.4 kJ/mol
Maximum force   6.97 eV/Å
Frontier orbital gap   0.15896 Ha
Highest occupied orbital energy   -5.857 eV